Record 1
# C55H42B3O40P

10 unconnected molecules or ions with the total composition C55H42B3O40P (ωB97M-V/def2-TZVPD, the Open Molecules 2025 dataset).

Frontier orbital gap ... 0.246 Eh
SMILES string ... O=C1C=C(O)C(=O)C=C1O.O=C1C=C(O)C(=O)C=C1O.O=C1C=C(O)C(=O)C=C1O.O=C1C=C(O)C(=O)C=C1O.O=C1C=C(O)C(=O)C=C1O.O=C1C=C(O)C(=O)C=C1O.O=C1C=C(O)C(=O)C=C1O.O=C1C=C(O)C(=O)C=C1O.O=C1C=C(O)C(=O)C=C1O.CP(O)B1OBOBO1
LUMO ... -2.10 eV

```
141
C55H42B3O40P ωB97M-V/def2-TZVPD
C -1.66 5.01 8.65
P -2.86 4.98 7.12
O -2.67 6.58 6.37
B -4.60 4.76 7.89
O -4.71 4.66 9.39
B -5.30 6.00 9.74
O -6.60 6.33 9.11
B -6.93 5.33 8.04
O -5.88 4.72 7.15
H -1.96 5.99 9.24
H -0.54 5.13 8.34
H -1.85 4.06 9.34
H -2.95 7.22 7.12
H -4.69 6.75 10.45
H -8.05 5.00 7.78
C -0.65 1.57 2.06
C -1.79 0.90 2.18
C -2.58 0.92 3.44
O -3.64 0.31 3.51
C -2.05 1.70 4.57
C -0.90 2.37 4.46
C -0.13 2.37 3.19
O 0.91 3.01 3.11
O -0.40 3.10 5.52
O -2.29 0.15 1.13
H -0.06 1.57 1.15
H -2.63 1.69 5.49
H 0.44 3.49 5.19
H -3.13 -0.24 1.46
C -0.13 0.03 -1.48
C 1.18 0.22 -1.31
C 2.15 -0.13 -2.38
O 3.35 0.07 -2.21
C 1.63 -0.73 -3.62
C 0.32 -0.93 -3.78
C -0.65 -0.55 -2.73
O -1.85 -0.72 -2.91
O -0.17 -1.49 -4.95
O 1.68 0.76 -0.14
H -0.85 0.28 -0.71
H 2.35 -1.00 -4.38
H -1.15 -1.52 -4.82
H 2.65 0.80 -0.27
C 5.39 -4.27 -0.80
C 4.65 -3.16 -0.85
C 4.17 -2.49 0.40
O 3.51 -1.46 0.32
C 4.51 -3.11 1.69
C 5.25 -4.23 1.73
C 5.75 -4.88 0.49
O 6.44 -5.89 0.57
O 5.57 -4.82 2.94
O 4.30 -2.59 -2.06
H 5.74 -4.76 -1.69
H 4.15 -2.63 2.58
H 6.11 -5.61 2.71
H 3.77 -1.79 -1.83
C -5.00 2.45 -3.42
C -4.59 1.26 -2.98
C -5.40 0.04 -3.18
O -4.99 -1.05 -2.78
C -6.70 0.17 -3.86
C -7.12 1.36 -4.30
C -6.28 2.59 -4.12
O -6.68 3.66 -4.56
O -8.33 1.50 -4.94
O -3.38 1.13 -2.32
H -4.41 3.35 -3.29
H -7.29 -0.72 -3.98
H -8.41 2.46 -5.16
H -3.31 0.17 -2.10
C 0.79 5.91 12.46
C 1.84 5.44 13.14
C 1.82 4.09 13.76
O 2.81 3.68 14.36
C 0.60 3.29 13.62
C -0.45 3.76 12.95
C -0.42 5.10 12.31
O -1.40 5.50 11.68
O -1.61 3.01 12.82
O 2.99 6.20 13.30
H 0.79 6.89 12.01
H 0.59 2.31 14.09
H -2.22 3.57 12.29
H 3.60 5.64 13.82
C 1.18 -2.35 -10.68
C 2.04 -2.04 -9.71
C 1.62 -1.98 -8.29
O 2.44 -1.71 -7.42
C 0.21 -2.26 -7.97
C -0.65 -2.57 -8.94
C -0.23 -2.65 -10.36
O -1.04 -2.96 -11.23
O -1.98 -2.82 -8.65
O 3.36 -1.75 -10.00
H 1.47 -2.40 -11.72
H -0.09 -2.19 -6.93
H -2.40 -3.02 -9.52
H 3.79 -1.56 -9.14
C 0.22 -7.20 -6.81
C 0.31 -8.18 -5.91
C 1.08 -8.02 -4.65
O 1.14 -8.94 -3.84
C 1.77 -6.74 -4.43
C 1.69 -5.75 -5.33
C 0.89 -5.91 -6.57
O 0.81 -4.98 -7.37
O 2.33 -4.55 -5.13
O -0.32 -9.40 -6.13
H -0.35 -7.30 -7.72
H 2.35 -6.64 -3.52
H 2.11 -4.00 -5.91
H -0.10 -9.95 -5.34
C 11.10 -7.36 0.34
C 11.70 -8.53 0.54
C 10.93 -9.72 1.01
O 11.51 -10.79 1.16
C 9.49 -9.56 1.26
C 8.89 -8.38 1.07
C 9.65 -7.20 0.58
O 9.07 -6.14 0.39
O 7.54 -8.22 1.31
O 13.05 -8.69 0.33
H 11.64 -6.48 0.00
H 8.95 -10.43 1.62
H 7.35 -7.28 1.09
H 13.25 -9.63 0.54
C -6.71 9.64 -6.03
C -5.66 9.17 -5.36
C -5.68 7.82 -4.74
O -4.69 7.40 -4.14
C -6.90 7.01 -4.87
C -7.95 7.48 -5.55
C -7.92 8.83 -6.19
O -8.90 9.23 -6.82
O -9.11 6.74 -5.68
O -4.51 9.93 -5.20
H -6.71 10.62 -6.49
H -6.91 6.04 -4.41
H -9.72 7.29 -6.21
H -3.90 9.37 -4.68
```

***

Record 2
# C4H7NO

C4H7NO in the gas phase (ωB97M-V/def2-TZVPD, the Open Molecules 2025 dataset).

Frontier orbital gap ... 0.363 Eh
ΔE to the lowest compared entry with this formula, charge and spin ... 93.0 kcal/mol
SMILES string ... O=CN1CCC1
LUMO ... 0.91 eV

```
13
C4H7NO ωB97M-V/def2-TZVPD
C 0.02 -0.69 1.83
C 0.10 -0.86 -0.79
C -0.05 0.59 -1.27
C 0.04 1.06 0.02
H -0.04 -1.78 2.31
H 0.98 -1.56 -0.90
H -0.79 -1.50 -1.46
H -1.02 0.74 -1.78
H 0.56 0.99 -1.96
H -0.95 1.57 0.61
H 0.96 1.54 0.42
N -0.07 -0.39 0.53
O 0.28 0.29 2.46
```

***

Record 3
# C9H5N10O4Rh

A molecular structure, C9H5N10O4Rh (ωB97M-V/def2-TZVPD, the Open Molecules 2025 dataset).

Frontier orbital gap ... 0.208 Eh
LUMO ... -2.83 eV

```
29
C9H5N10O4Rh ωB97M-V/def2-TZVPD
Rh 0.19 -0.82 -0.86
O -3.34 1.17 -0.75
C -2.10 0.77 -0.85
O -1.86 -0.46 -0.93
C -1.02 1.73 -0.86
C -1.07 3.11 -0.74
C 0.11 3.83 -0.68
C 1.34 3.16 -0.72
C 1.31 1.79 -0.84
N 0.18 1.12 -0.96
C 2.51 0.81 -0.84
O 3.63 1.24 -0.71
O 2.14 -0.42 -0.98
H -3.91 0.39 -0.70
H -2.04 3.59 -0.67
H 0.09 4.90 -0.57
H 2.28 3.68 -0.63
N 0.14 -3.06 1.75
C 0.15 -1.75 2.11
N 0.12 -1.28 3.35
N 0.11 0.05 3.24
N 0.12 0.41 2.00
N 0.15 -0.70 1.27
C 0.14 -3.52 0.47
N 0.08 -4.80 0.12
N 0.09 -4.80 -1.21
N 0.16 -3.61 -1.68
N 0.20 -2.76 -0.64
H 0.12 -3.75 2.49
```